2 unconnected molecules or ions with the total composition C5H16N4 in a non-equilibrium geometry, computed with ωB97M-V with the def2-TZVPD basis set.

XYZ file:
```
25
Properties=species:S:1:pos:R:3:mulliken_charge:R:1
C -1.882 1.883 -0.998 -1.525
C -0.983 1.438 0.122 0.916
C -0.490 2.541 1.027 -1.673
C -0.768 0.134 0.434 0.373
N -0.244 -0.244 1.696 -0.488
N -1.321 -0.958 -0.260 -0.678
H -1.298 2.300 -1.823 0.283
H -2.507 1.087 -1.396 0.394
H -2.559 2.669 -0.655 0.375
H 0.562 2.407 1.285 0.363
H -1.057 2.589 1.963 0.357
H -0.605 3.507 0.540 0.415
H -0.445 0.432 2.420 0.173
H -0.519 -1.182 1.958 0.228
H -1.683 -0.710 -1.169 0.216
H -0.646 -1.713 -0.367 0.358
N 2.257 -0.946 0.382 -0.560
C 2.077 -1.586 -0.954 -0.491
N 1.064 -2.632 -0.949 -0.565
H 1.628 -0.234 0.740 0.261
H 2.461 -1.631 1.103 0.207
H 1.762 -0.803 -1.647 0.343
H 3.058 -1.999 -1.236 0.321
H 1.316 -3.401 -0.335 0.192
H 0.821 -2.946 -1.882 0.205
```

Output
highest occupied orbital energy = -7.1 eV
multiplicity = 1
F_max = 1.96 eV/Å
relative energy (zero: lowest compared OMol25 entry of this formula, charge and spin) = 1.129 eV
SMILES = CC(C)=C(N)N.NCN
electronic energy = -419.1042 hartree
HOMO-LUMO gap = 8.078 eV